A molecular structure, C42H56BIrN11O4 at a distorted geometry. Source: the Open Molecules 2025 dataset; level of theory: the ωB97M-V functional and the def2-TZVPD basis.

## Properties
⟨S²⟩ = 8.797
LUMO level (spin up / spin down) = -4.3520 / -7.1443 eV
HOMO energy (spin up / spin down) = -9.830 / -12.157 eV
2S+1 = 6
Charge = +2
Gap between HOMO and LUMO (spin up / spin down) = 5.5 / 5.0 eV
Energy = -2665.7382 Eh

Geometry as XYZ:
```
115
Properties=species:S:1:pos:R:3:mulliken_spin:R:1
Ir -0.673 0.099 0.188 2.67
C -1.155 -2.754 2.442 0.03
C -2.359 -1.821 2.268 0.00
C -3.043 -1.385 3.551 0.42
C -3.425 -0.078 3.317 -0.20
C -4.453 0.781 4.007 0.01
N -2.848 0.440 2.187 0.42
N -2.097 -0.477 1.556 0.59
B -2.969 1.905 1.517 -0.14
N -1.622 2.654 1.562 -0.01
N -0.598 2.100 0.744 0.29
C 0.288 3.043 0.516 -0.01
C 1.386 2.887 -0.479 0.03
C 0.071 4.131 1.374 0.00
C -1.111 3.843 2.088 0.02
C -1.710 4.521 3.278 0.00
N -3.304 1.629 0.026 0.04
N -2.298 0.961 -0.771 0.16
C -2.836 0.676 -1.957 0.04
C -2.114 0.075 -3.122 0.01
C -4.209 1.038 -1.918 0.01
C -4.444 1.687 -0.673 0.05
C -5.678 2.367 -0.196 0.00
H -1.568 -3.667 2.903 -0.01
H -0.720 -3.040 1.469 0.00
H -3.110 -2.375 1.658 0.07
H -3.251 -1.919 4.469 -0.01
H -4.782 0.356 5.006 0.00
H -5.321 0.871 3.322 -0.01
H -4.069 1.778 4.276 -0.01
H -3.817 2.635 2.071 0.00
H 1.408 1.792 -0.901 0.01
H 2.344 3.180 -0.030 0.00
H 1.164 3.496 -1.369 0.01
H 0.793 4.942 1.557 0.00
H -0.965 4.922 4.025 0.00
H -2.362 3.754 3.786 0.00
H -2.390 5.336 2.989 0.00
H -1.036 0.287 -3.091 0.01
H -2.583 0.595 -4.006 0.00
H -2.305 -1.001 -3.124 0.00
H -4.900 0.775 -2.719 0.00
H -6.205 2.835 -1.059 0.00
H -5.348 3.169 0.516 0.00
H -6.328 1.679 0.324 0.01
C 6.250 -1.913 4.117 0.00
O 5.403 -1.951 2.970 0.00
C 5.012 -3.114 2.361 0.00
C 5.489 -4.391 2.698 0.00
C 4.858 -5.516 2.198 0.00
C 3.784 -5.340 1.345 0.00
C 3.281 -4.120 0.973 0.00
C 3.827 -2.947 1.520 0.00
N 3.236 -1.638 1.470 0.02
C 2.047 -1.434 0.782 0.00
N 2.013 -1.822 -0.545 0.07
C 0.829 -2.109 -1.173 -0.03
C -0.496 -1.704 -0.773 0.22
C -1.607 -2.461 -1.175 0.06
C -1.401 -3.557 -1.994 0.00
C -0.135 -3.862 -2.516 0.07
C 0.913 -2.986 -2.265 -0.03
O 2.224 -3.310 -2.606 0.00
C 2.492 -4.220 -3.638 0.00
N 1.050 -0.686 1.263 -0.03
C 1.050 -0.333 2.646 0.16
C 1.800 0.782 3.047 0.02
C 1.503 1.476 4.193 -0.01
C 0.612 0.941 5.124 0.04
C 0.183 -0.355 4.902 -0.01
C 0.346 -0.977 3.646 -0.06
O -0.131 -2.323 3.425 0.02
C 0.388 -3.535 4.151 0.01
H 6.896 -1.001 4.025 0.00
H 6.848 -2.789 4.227 0.00
H 5.625 -1.841 5.044 0.00
H 6.353 -4.500 3.369 0.00
H 5.188 -6.521 2.360 0.00
H 3.417 -6.239 0.834 0.00
H 2.433 -4.049 0.257 0.01
H 3.342 -1.068 2.321 -0.01
H 2.837 -2.184 -0.983 -0.01
H -2.602 -2.107 -0.952 0.00
H -2.240 -4.198 -2.279 0.00
H -0.030 -4.730 -3.113 0.01
H 3.534 -4.079 -3.992 0.00
H 1.842 -4.060 -4.519 0.00
H 2.416 -5.259 -3.309 0.00
H 2.474 1.253 2.330 0.00
H 2.009 2.437 4.354 0.00
H 0.264 1.484 6.022 0.00
H -0.481 -0.819 5.588 0.00
H 0.808 -4.155 3.363 0.00
H -0.521 -4.014 4.547 0.00
H 1.066 -3.215 4.893 0.00
C -0.459 2.378 -7.376 0.00
N 0.443 2.387 -6.243 0.00
C 1.341 1.262 -6.201 0.00
C 0.184 2.976 -5.041 0.00
O 0.596 2.433 -3.988 0.00
N -0.510 4.188 -5.059 0.00
C -0.115 5.256 -5.980 0.00
C -0.887 4.640 -3.750 0.00
H -0.870 1.394 -7.486 0.00
H 0.123 2.624 -8.279 0.00
H -1.243 3.084 -7.167 0.00
H 1.773 1.077 -7.201 0.00
H 0.794 0.356 -5.901 0.00
H 2.176 1.416 -5.540 0.00
H 0.398 4.894 -6.864 0.00
H 0.541 5.976 -5.491 0.00
H -1.043 5.746 -6.267 0.00
H -1.387 3.800 -3.213 0.00
H -1.592 5.475 -3.883 0.00
H -0.005 4.975 -3.184 0.00
```